[1]
12
Properties=species:S:1:pos:R:3 method="wB97M-V/def2-TZVPD" lumo_ev=0.585 largest_force_ev_per_a=2.7 orbital_gap_ev=8.69 e_tot_ha=-1080.76781 homo_ha=-0.298
C 0.776 -3.456 -1.133
C -0.055 -0.662 -0.605
N 0.494 0.460 -0.930
O 0.532 -3.258 -2.230
O 0.865 -3.694 -0.005
S 0.439 0.689 2.888
S -1.652 -0.999 -1.186
H 0.157 1.025 -1.702
H 0.972 0.232 4.082
H 1.458 0.658 -0.552
H -0.605 1.335 3.374
H -1.935 -2.278 -0.904

***

[2]
9
Properties=species:S:1:pos:R:3 method="wB97M-V/def2-TZVPD" lumo_ev="0.592 / -2.681" spin_multiplicity=3 largest_force_ev_per_a=2.7 s_squared=2.0067 orbital_gap_ev="9.79 / 6.87" e_tot_ha=-623.21274 homo_ha="-0.338 / -0.351"
C 0.125 0.350 -2.265
N 0.964 0.959 -1.548
N -1.064 -0.731 2.810
O 0.099 -0.556 2.170
S 1.036 0.724 2.295
H 0.052 0.470 -3.433
H -0.756 -0.199 -1.947
H -1.343 -1.733 2.518
H 0.886 0.716 -0.600

***

[3]
10
Properties=species:S:1:pos:R:3 method="wB97M-V/def2-TZVPD" lumo_ev=0.688 largest_force_ev_per_a=2.6 smiles="O=CO.O=CO" orbital_gap_ev=11.86 e_tot_ha=-379.56762 homo_ha=-0.411
O -3.022 -1.038 2.025
O -3.124 1.087 2.788
C -3.586 -0.215 2.726
H -2.285 1.027 2.255
H -4.547 -0.298 3.270
O 4.393 -0.056 -3.495
O 2.601 -0.593 -2.095
C 3.514 0.302 -2.736
H 2.769 -1.529 -2.392
H 3.286 1.313 -2.345

***

[4]
20
Properties=species:S:1:pos:R:3 method="wB97M-V/def2-TZVPD" lumo_ev="0.728 / -0.237" spin_multiplicity=2 largest_force_ev_per_a=4.5 s_squared=0.7627 orbital_gap_ev="9.02 / 9.06" e_tot_ha=-497.79637 homo_ha="-0.305 / -0.342"
O 1.628 -0.563 0.727
H 1.332 -0.038 -0.039
C 2.818 0.288 3.011
C 1.633 -0.568 3.330
C 0.742 -1.070 2.487
C -0.426 -1.914 2.876
O -1.371 -1.157 3.635
C 1.426 -0.775 4.816
O 0.722 0.389 5.231
O 0.339 0.100 6.619
H 3.236 0.687 3.939
H 3.593 -0.292 2.494
H 2.530 1.120 2.362
H 0.763 -0.953 1.101
H -0.901 -2.230 1.938
H -0.093 -2.794 3.444
H -2.144 -1.721 3.806
H 0.870 -1.683 5.083
H 2.375 -0.766 5.361
H -0.223 0.880 6.796

***

[5]
6
Properties=species:S:1:pos:R:3 method="wB97M-V/def2-TZVPD" lumo_ev=0.148 largest_force_ev_per_a=6.8 orbital_gap_ev=10.70 e_tot_ha=-3148.64851 homo_ha=-0.388
C -0.340 -0.092 0.497
O 0.894 0.919 -0.554
Cl -0.005 -1.805 -0.280
Br -1.911 0.589 -0.136
H -0.033 0.108 1.484
H 1.396 0.281 -1.011

***

[6]
60
Properties=species:S:1:pos:R:3 method="wB97M-V/def2-TZVPD" lumo_ev="-2.910 / -5.309" spin_multiplicity=5 largest_force_ev_per_a=7.6 s_squared=6.0676 charge=+1 orbital_gap_ev="5.56 / 5.84" e_tot_ha=-1145.56966 homo_ha="-0.311 / -0.410"
C -1.194 2.445 -0.185
C -1.739 1.652 -1.215
C -0.766 1.373 -2.190
C 0.491 1.995 -1.792
C 0.203 2.705 -0.482
Pt 1.070 0.828 -0.161
C 1.931 -1.745 1.096
C 1.096 -0.771 2.001
H 0.192 -1.147 2.470
C 1.277 0.644 2.003
H 2.218 1.116 2.306
H 0.436 1.242 2.417
C 2.302 -3.170 1.510
H 1.473 -3.697 2.024
H 2.522 -3.668 0.558
H 3.230 -3.249 2.066
C 3.237 -0.983 0.761
H 3.144 0.045 0.417
H 3.867 -0.866 1.669
H 3.788 -1.544 0.025
C -3.159 1.209 -1.252
H -3.403 0.612 -0.368
H -3.838 2.066 -1.282
H -3.350 0.596 -2.135
C -0.982 0.596 -3.433
H -1.279 -0.444 -3.222
H -1.780 1.041 -4.042
H -0.072 0.560 -4.040
C 1.679 2.292 -2.640
H 1.850 1.484 -3.360
H 1.536 3.229 -3.189
H 2.572 2.379 -2.007
C 1.092 3.722 0.140
H 2.140 3.444 -0.022
H 0.913 4.713 -0.291
H 0.921 3.761 1.224
C -1.926 2.946 0.995
H -1.237 3.441 1.688
H -2.699 3.672 0.700
H -2.428 2.130 1.536
C 1.066 -0.960 -1.029
C 1.077 -1.990 -0.003
C 1.338 -1.308 -2.354
C 0.605 -3.314 -0.590
H 0.076 -1.237 0.085
C 1.073 -2.609 -2.818
H 1.782 -0.585 -3.030
C 0.558 -3.549 -1.935
H 0.332 -4.090 0.118
H 1.223 -2.773 -3.872
H 0.203 -4.443 -2.403
C -1.919 -1.478 3.673
C -2.619 -0.901 2.468
N -3.942 -0.664 2.661
O -2.074 -0.628 1.396
H -2.621 -1.702 4.483
H -1.182 -0.757 4.050
H -1.405 -2.401 3.392
H -4.497 -0.338 1.890
H -4.403 -0.926 3.522

***

[7]
24
Properties=species:S:1:pos:R:3 method="wB97M-V/def2-TZVPD" lumo_ev=-6.618 largest_force_ev_per_a=3.0 charge=+1 orbital_gap_ev=5.53 e_tot_ha=-330.72235 homo_ha=-0.446
C -1.027 0.928 3.078
C -0.213 1.651 2.012
C -0.243 0.882 0.700
C -0.658 -1.411 -0.024
C 0.163 -0.446 0.577
C 1.451 -0.820 1.280
C -0.160 -2.690 -0.545
N 0.298 1.736 -5.619
H -1.709 1.559 3.653
H -0.425 0.411 3.822
H -0.704 2.595 1.745
H 0.817 1.892 2.307
H -0.936 1.298 -0.008
H 1.307 1.679 -5.582
H -1.679 -1.056 -0.153
H 1.719 -1.875 1.289
H 2.267 -0.284 0.793
H 1.389 -0.442 2.310
H -0.625 -3.553 -0.041
H 0.916 -2.723 -0.345
H -0.322 -2.801 -1.629
H 0.029 2.470 -6.257
H -0.017 0.838 -5.954
H -1.635 0.160 2.590

***

[8]
18
Properties=species:S:1:pos:R:3 method="wB97M-V/def2-TZVPD" lumo_ev="-9.862 / -6.740" spin_multiplicity=2 largest_force_ev_per_a=2.8 s_squared=1.7005 charge=+1 orbital_gap_ev="6.47 / 9.22" e_tot_ha=-309.49092 homo_ha="-0.600 / -0.586"
C 0.989 -0.951 0.825
C 1.143 -0.150 -0.451
C -0.199 0.183 -1.206
C -1.299 0.873 -0.400
H 0.114 -1.649 0.701
H 1.903 -1.521 1.007
H 0.827 -0.201 1.607
H 1.774 -0.683 -1.170
H 1.640 0.815 -0.269
H -0.565 -0.763 -1.647
H -0.671 1.434 0.373
H -1.722 1.693 -0.981
H 0.123 0.888 -1.976
H 0.383 3.077 2.016
O 0.485 2.329 1.400
H -1.527 -3.315 0.030
H -2.075 0.300 0.092
O -1.321 -2.359 0.049

***

[9]
18
Properties=species:S:1:pos:R:3 method="wB97M-V/def2-TZVPD" lumo_ev=-5.229 largest_force_ev_per_a=3.3 charge=+1 orbital_gap_ev=7.81 e_tot_ha=-612.25542 homo_ha=-0.479
C 2.208 -0.679 0.327
S 2.437 -0.142 -1.374
H 3.106 -1.137 0.745
H 2.086 0.207 0.952
H 1.385 -1.368 0.393
H 2.688 -1.399 -1.769
C -1.923 1.520 0.847
C -0.726 0.514 0.718
C -1.018 -1.089 -1.113
N -0.607 0.062 -0.657
H -1.710 2.387 0.208
H -2.857 1.025 0.586
H -1.991 1.946 1.831
H 0.197 1.038 0.925
H -0.825 -0.368 1.324
H -0.930 -1.323 -2.149
H -1.363 -1.855 -0.460
H -0.157 0.660 -1.336

***

[10]
9
Properties=species:S:1:pos:R:3 method="wB97M-V/def2-TZVPD" lumo_ev=0.190 largest_force_ev_per_a=5.1 smiles=CSNC#N orbital_gap_ev=9.82 e_tot_ha=-586.22585 homo_ha=-0.354
C -2.811 0.217 0.206
C 0.318 0.061 -0.548
N -3.571 0.604 -0.515
N -1.741 -0.248 0.864
S -0.897 -1.330 -0.253
H 0.935 -0.218 -1.459
H 0.965 0.370 0.413
H -0.326 0.883 -0.848
H -2.077 -0.767 1.887

***

Calculated values (kcal per mole) of relative energy (zero: lowest compared OMol25 entry of this formula, charge and spin) for the records, taken in order: 30.8 61.4 19.3 102.4 50.8 37.3 66.7 149.5 30.9 43.0.